[1]
{"formula": "C38H31BO12", "method": "ωB97M-V/def2-TZVPD", "species": ["C", "O", "C", "C", "C", "C", "H", "C", "H", "C", "C", "H", "C", "C", "H", "H", "C", "C", "H", "O", "H", "H", "H", "H", "C", "O", "C", "H", "C", "C", "H", "C", "H", "H", "H", "O", "H", "O", "C", "C", "B", "C", "C", "C", "O", "C", "O", "H", "C", "C", "H", "C", "C", "H", "C", "O", "O", "H", "H", "H", "C", "H", "H", "C", "H", "C", "C", "C", "H", "H", "O", "C", "O", "C", "H", "C", "H", "C", "O", "C", "H", "H"], "positions_angstrom": [[-0.95446, -2.54047, -1.27161], [-2.02679, -1.69789, -3.19312], [-5.96779, 4.24360, -2.93280], [2.15202, -8.16278, 2.56811], [-1.11803, -0.05503, -1.77543], [-4.12807, 6.58607, -6.81777], [-0.03368, 3.01814, 2.52669], [-3.32248, 3.29802, -2.36592], [0.04408, -3.04770, 0.52047], [3.94143, 2.87888, 4.91464], [-0.00096, -0.86807, 0.25045], [-1.43192, 0.96756, 2.31421], [3.31077, 5.24896, 3.42657], [3.30944, 2.72821, 3.75452], [-3.75003, 1.76323, -3.87221], [-2.75164, 1.72725, 3.18179], [6.12479, -8.24673, 1.02185], [-1.66416, 1.70658, 3.08108], [3.03216, 6.08598, 2.79906], [-7.00263, 8.00654, -8.33389], [-6.05412, 2.59137, -4.36832], [-0.23742, 1.23274, -0.34315], [-3.01346, 3.88501, 1.55850], [4.22131, 6.36805, 4.98029], [0.94247, -6.02851, 2.58958], [-3.76817, 6.29139, -4.51033], [-6.26392, 7.61437, -7.45821], [6.60979, -8.69092, 4.41675], [-4.18279, 2.62109, -3.37199], [-5.83043, 7.28396, -5.06488], [-1.18162, -3.55424, -1.57648], [8.19366, -9.50716, 1.40090], [-1.23775, 1.36952, 4.02344], [5.01362, -7.64946, 2.80576], [1.89440, -6.84477, 4.29873], [2.80904, -8.98864, 3.16591], [4.21753, 2.04198, 5.54330], [0.59408, -0.62371, 1.28051], [-3.88628, 4.47074, -1.65334], [2.94419, 3.90159, 2.91892], [-1.88731, 3.49601, 1.42898], [-1.41857, -1.45431, -2.17156], [-4.50801, 6.68912, -5.38568], [1.64977, -6.94106, 3.24842], [-7.07584, 4.66431, -3.19310], [7.97028, -9.43557, 2.86991], [-0.02112, -5.36306, 0.54951], [7.47497, -8.99986, -0.52874], [6.75579, -8.72377, 3.34483], [-1.10642, 3.10403, 2.69939], [-3.16047, 6.14600, -7.02301], [5.90624, -8.16861, 2.48665], [-0.29645, -2.26843, -0.14854], [3.02630, 1.75974, 3.36106], [-4.94126, 7.01513, -7.77798], [-2.19975, 2.90113, -2.13760], [5.33488, -7.75341, 0.24416], [-3.24265, 4.94841, -0.92762], [-1.46179, 0.72504, -2.44136], [0.89053, -7.50749, -0.58391], [1.12848, -7.41563, 0.46788], [-4.68954, 6.95274, -8.82899], [-1.41703, 3.34294, 0.34732], [-6.64455, 7.71136, -6.02498], [-7.61562, 8.14256, -5.81859], [-5.11470, 4.90352, -1.91562], [4.30981, 4.22571, 5.42272], [0.62588, -6.19674, 1.14768], [-1.29781, 3.78242, 3.53448], [-5.54803, 5.76401, -1.42169], [4.88661, 4.36406, 6.47893], [-5.40932, 3.06038, -3.63586], [8.75053, -9.93960, 3.64701], [-0.46265, 0.21818, -0.65021], [0.56588, -5.12873, 3.05942], [3.94302, 5.39883, 4.58649], [2.22257, -9.22140, 0.65388], [1.83523, -8.32844, 1.12684], [2.36225, 3.76027, 1.86616], [7.33779, -8.95813, 0.54430], [-6.08929, 7.33506, -4.01492], [9.08519, -10.03147, 1.08136]], "atomic_forces_ev_per_a": [[0.0, 0.0, 0.0], [0.0, 0.0, 0.0], [0.1, 0.0, 0.0], [0.0, 0.0, -0.1], [0.0, -0.1, 0.0], [0.0, 0.0, 0.0], [0.0, 0.1, 0.1], [-0.1, 0.0, 0.0], [0.0, 0.0, 0.0], [0.0, 0.0, 0.0], [0.0, 0.0, 0.0], [0.1, -0.1, 0.1], [0.0, 0.0, 0.0], [0.0, 0.0, 0.0], [0.0, 0.0, 0.0], [0.0, 0.0, 0.1], [0.0, 0.0, 0.0], [-0.1, 0.1, -0.2], [0.0, 0.0, 0.0], [0.0, 0.0, 0.0], [0.0, 0.0, 0.0], [0.0, 0.0, 0.0], [0.0, 0.0, -0.2], [0.0, 0.0, 0.0], [0.0, 0.0, 0.0], [0.0, 0.0, 0.0], [0.0, 0.0, 0.0], [0.0, 0.0, 0.0], [0.0, 0.0, 0.0], [0.0, 0.0, 0.0], [0.0, 0.0, 0.0], [0.0, 0.0, 0.0], [0.0, -0.1, 0.0], [0.0, 0.0, 0.0], [0.0, 0.0, 0.0], [0.0, 0.0, 0.0], [0.0, 0.0, 0.0], [0.0, 0.0, 0.0], [0.0, 0.0, 0.0], [0.0, -0.1, 0.1], [0.0, 0.1, 0.0], [0.0, 0.0, 0.0], [-0.1, 0.0, 0.0], [0.0, 0.0, 0.0], [0.0, 0.0, 0.0], [0.0, 0.0, 0.0], [0.0, 0.0, 0.0], [0.0, 0.0, 0.0], [0.0, 0.0, 0.0], [0.1, -0.2, 0.2], [0.0, 0.0, 0.0], [0.0, 0.0, 0.0], [0.0, 0.1, 0.0], [0.0, 0.0, 0.0], [0.0, 0.0, 0.0], [0.0, 0.0, -0.1], [0.0, 0.0, 0.0], [0.0, 0.0, 0.0], [0.0, 0.0, 0.0], [0.0, 0.0, 0.0], [0.0, 0.0, 0.0], [0.0, 0.0, 0.0], [-0.1, 0.0, -0.1], [0.0, 0.0, 0.0], [0.0, 0.0, 0.0], [0.0, 0.0, 0.0], [0.0, 0.0, 0.0], [0.0, 0.0, 0.0], [0.1, 0.0, 0.0], [0.0, 0.0, 0.0], [0.0, 0.0, 0.0], [0.0, 0.0, 0.0], [0.0, 0.0, 0.0], [0.0, 0.0, 0.0], [0.0, 0.0, 0.0], [0.0, 0.0, 0.0], [0.0, 0.0, 0.0], [0.0, 0.0, 0.0], [0.0, 0.1, -0.1], [0.0, 0.0, 0.0], [0.0, 0.0, 0.0], [0.0, 0.0, 0.0]], "e_lumo_ev": -1.766, "homo_energy_ev": -9.9, "smiles": "O=C1C=CC(=O)C=C1.O=C1C=CC(=O)C=C1.O=C1C=CC(=O)C=C1.O=C1C=CC(=O)C=C1.O=C1C=CC(=O)C=C1.O=C1C=CC(=O)C=C1.BCC", "multiplicity": 1, "orbital_gap_ev": 8.1}

=====

[2]
{"formula": "C38H32AsCaN6O4S", "method": "ωB97M-V/def2-TZVPD", "species": ["H", "H", "C", "H", "C", "C", "C", "C", "C", "C", "C", "C", "H", "C", "H", "H", "O", "C", "C", "O", "H", "C", "C", "C", "Ca", "C", "C", "C", "S", "C", "C", "H", "H", "C", "H", "H", "C", "H", "H", "H", "C", "H", "C", "C", "C", "H", "C", "H", "H", "C", "H", "N", "N", "H", "N", "C", "N", "H", "O", "H", "As", "H", "H", "H", "H", "C", "C", "H", "C", "N", "O", "C", "H", "H", "C", "C", "H", "C", "C", "H", "N", "H", "C"], "positions_angstrom": [[-1.83517, 3.29406, -3.70363], [1.42080, 1.47641, 3.19711], [3.18921, 1.01246, -4.66736], [1.53027, 2.25815, 1.23601], [0.66755, -1.58986, 2.39755], [0.27046, -2.09714, 3.64001], [0.29067, -3.13808, -3.50022], [1.08456, 0.45203, 3.33843], [-2.74196, -1.83956, 1.78962], [-3.95916, -3.63745, 0.75893], [-1.68287, 2.09882, -1.93114], [-0.90474, -4.70393, -2.13459], [-0.73364, -4.85237, -4.27254], [-3.74731, 2.51012, -3.14198], [-0.91007, -4.29441, -0.03861], [6.12872, 2.23631, 1.38402], [2.53019, -1.63468, -4.42621], [-2.04963, 1.49913, 1.79899], [-0.47567, -4.28619, -3.38476], [5.28420, 0.32925, 1.26516], [-2.78342, -1.48322, -1.56420], [-2.99864, -1.89362, -0.58606], [0.27410, -1.27747, 4.74880], [-2.38396, 2.68418, -2.99749], [1.37528, -0.11050, -0.59800], [4.01900, 0.47530, 0.82947], [4.23827, 2.79242, -3.49002], [5.92703, 1.35547, 2.00087], [-0.00593, 2.47545, -1.66899], [-3.45189, -3.02656, 1.89591], [-1.42467, 2.74755, 1.87050], [2.13289, 2.50163, -0.29289], [5.35086, 1.64211, 2.88372], [-1.76442, 3.66331, 2.85253], [-4.12955, 1.85643, 4.45502], [-3.00001, 4.05063, 4.56881], [-3.36454, 2.10897, 3.72990], [4.81753, 3.70523, -3.45328], [4.01659, 2.48260, 1.30966], [4.16868, 2.65644, -5.63848], [2.82897, 0.45554, -3.43737], [-4.07358, -3.56267, -1.38264], [-3.03362, 1.19814, 2.73396], [-3.78288, 1.14315, -1.18193], [0.22132, -2.82083, -1.09455], [-0.03134, -3.13354, 3.68177], [-2.72994, 3.33946, 3.79729], [0.75269, 0.71713, 5.43769], [-3.59711, -3.48404, 2.86753], [0.63080, -2.57059, 1.23145], [-0.05279, -1.64508, 5.71365], [2.17315, 1.91588, 0.53578], [0.51078, -2.01951, 0.02391], [-1.50793, -5.59940, -2.03074], [3.45080, 1.69790, 1.03785], [-2.52690, -1.23718, 0.55122], [3.12001, 1.04950, -2.27787], [-5.53864, 1.64802, -2.31056], [3.46327, -0.46429, 0.31419], [4.09197, 2.62663, -1.36860], [-1.38860, 0.34063, 0.34531], [0.61910, -2.80261, -4.47023], [6.87529, 0.93230, 2.32000], [-0.69775, 3.00341, 1.10332], [-4.51402, -4.56419, 0.84214], [0.64952, -2.38350, -2.37718], [3.82640, 2.17936, -2.32401], [-2.34267, -1.37889, 2.68336], [2.18954, -0.92338, -3.46978], [1.05625, -0.32009, 2.25198], [0.69893, -3.76651, 1.54852], [-2.40315, 1.26970, -1.05013], [-4.32967, 0.54604, -0.46226], [-4.26253, 2.98167, -3.97171], [-0.56161, -3.97546, -1.00950], [3.88609, 2.20100, -4.69757], [2.91494, 0.47576, -5.56277], [-3.72027, -3.07227, -0.48419], [-4.46473, 1.75787, -2.21943], [-3.56087, 0.25466, 2.67968], [1.37119, -1.17982, -2.45381], [-1.28479, 4.63499, 2.87689], [0.70478, 0.03570, 4.59878]], "atomic_forces_ev_per_a": [[0.0, 0.0, 0.0], [0.0, 0.0, 0.0], [0.0, 0.0, 0.1], [0.0, 0.0, 0.1], [0.0, -0.1, 0.3], [0.0, 0.0, 0.0], [-0.1, 0.1, 0.0], [0.0, 0.1, 0.0], [0.1, 0.1, 0.0], [0.0, 0.0, 0.0], [-0.2, 0.0, 0.2], [0.0, -0.1, 0.0], [0.0, 0.0, 0.0], [0.0, 0.1, 0.0], [0.1, 0.0, 0.0], [0.0, 0.0, 0.0], [-0.1, 0.1, 0.0], [0.2, 0.0, 0.1], [0.0, 0.0, 0.0], [0.0, 0.0, 0.0], [0.0, 0.0, -0.1], [0.1, 0.2, 0.0], [0.0, 0.1, -0.1], [-0.1, 0.0, 0.0], [0.1, 2.5, 1.0], [0.1, -0.2, 0.1], [0.0, 0.0, 0.0], [0.1, 0.1, 0.1], [0.6, 0.0, -0.1], [0.0, -0.1, 0.0], [0.0, -0.1, -0.1], [0.1, 0.1, 0.1], [0.0, 0.0, 0.0], [0.0, 0.0, 0.0], [0.0, 0.0, 0.0], [0.0, 0.0, 0.0], [0.0, 0.0, 0.0], [0.0, 0.0, 0.0], [0.0, 0.0, 0.0], [0.0, 0.0, 0.0], [0.3, 0.1, -0.2], [0.0, 0.0, 0.0], [0.0, 0.0, -0.1], [0.1, 0.0, 0.0], [0.0, -0.3, -0.3], [0.0, 0.0, 0.0], [0.0, 0.0, 0.0], [0.0, 0.0, 0.0], [0.0, 0.0, 0.0], [0.1, -0.3, -0.2], [0.0, 0.0, 0.0], [0.1, 0.3, 0.0], [-0.2, -1.2, 0.6], [0.0, 0.0, 0.0], [0.0, 0.2, 0.0], [0.0, -0.2, 0.0], [-0.1, -0.1, -0.2], [0.0, 0.0, 0.0], [0.5, 0.1, 0.3], [0.0, 0.0, 0.0], [-1.2, 0.5, 0.0], [0.1, 0.0, 0.0], [0.0, 0.0, 0.0], [0.0, 0.1, 0.0], [0.0, 0.0, 0.0], [-0.1, -0.4, -0.1], [0.0, 0.1, 0.0], [0.1, -0.1, 0.0], [-0.1, -0.3, -0.1], [0.0, -0.3, -0.2], [-0.1, 0.1, 0.1], [-0.1, 0.0, -0.2], [0.0, 0.0, 0.0], [0.0, 0.0, 0.0], [0.0, 0.0, 0.0], [0.0, 0.0, 0.1], [0.0, 0.0, 0.0], [-0.1, 0.0, 0.0], [-0.1, 0.0, 0.0], [0.0, 0.1, 0.0], [0.1, -0.8, -1.4], [0.0, 0.0, 0.0], [0.0, -0.1, 0.1]], "e_lumo_ev": 1.754, "homo_energy_ev": -4.0, "total_charge": -1, "de_lowest_kcal_mol": 39.3, "multiplicity": 1, "orbital_gap_ev": 5.7}

=====

[3]
{"formula": "C38H32BrN3O2RuTe", "method": "ωB97M-V/def2-TZVPD", "species": ["C", "C", "Te", "H", "Ru", "H", "C", "H", "N", "C", "C", "C", "H", "H", "H", "H", "C", "H", "C", "C", "H", "H", "C", "H", "C", "N", "H", "H", "C", "H", "H", "C", "C", "C", "H", "O", "H", "C", "C", "C", "C", "H", "C", "C", "O", "C", "C", "H", "C", "H", "C", "C", "C", "C", "Br", "H", "C", "H", "N", "C", "H", "H", "C", "C", "H", "H", "H", "C", "H", "C", "C", "C", "H", "H", "H", "C", "C", "H"], "positions_angstrom": [[2.26105, -2.55492, 1.80582], [-1.00522, -1.98505, -0.81668], [-3.84412, -0.40913, 3.13745], [-5.27065, -1.82954, 5.27153], [-1.72445, -0.01538, 1.67476], [-4.04893, -2.44190, 0.65799], [-3.38064, -3.46736, 2.91979], [3.85498, -0.27839, 6.20787], [-1.84464, 2.01066, 1.66340], [-4.81098, -2.64451, 4.72321], [0.27473, -3.42550, 2.83857], [-1.70034, 2.54120, 0.41863], [1.39062, 4.70149, 4.16559], [3.45392, -0.46955, 0.76833], [-1.58825, 4.29881, -0.79613], [-4.68544, -6.02328, 4.71564], [2.03221, 2.95994, 3.10058], [-5.70892, -4.14619, 5.95544], [1.49730, -3.64212, 2.23825], [-1.93470, -1.66994, -3.42226], [-3.20167, -5.59402, 2.79124], [-5.61503, 1.97781, -0.98448], [2.34507, 0.93878, 4.42838], [1.28327, 3.51960, 6.34152], [2.76200, -0.20685, 1.56333], [2.92075, 0.98051, 2.04211], [-1.88557, 5.82738, 1.16333], [-5.87247, -0.05376, -2.36713], [-4.48444, -5.00392, 4.41269], [-2.29176, -1.55728, -4.43719], [2.26203, -1.08743, 6.32931], [-5.37197, -0.12148, -1.40837], [-3.98111, -2.41794, 3.62119], [-4.63119, 0.94614, 0.60641], [-0.54120, -4.00130, -1.38392], [2.75163, -0.34232, 4.43510], [3.63378, 1.53885, 1.57515], [1.61823, 3.64622, 4.22428], [-1.86430, 4.75406, 1.30244], [0.53149, -1.04523, 2.49795], [-4.92965, -1.36322, -0.95321], [3.60282, -1.87163, 5.45929], [1.93013, 1.64811, 5.55544], [1.82302, -1.24359, 1.96182], [-0.06875, 0.17871, 2.46835], [-1.95206, 2.81813, 2.71342], [-4.13987, -0.30437, 1.06531], [-1.32387, 1.84782, -1.65253], [-4.33324, -1.46807, 0.28465], [1.88836, -4.64519, 2.13349], [-0.95551, -3.05180, -1.69390], [-0.21287, -2.12074, 2.97200], [-1.41842, -2.89678, -3.00161], [-1.97904, 4.20390, 2.56448], [-1.34503, -4.32900, -4.18759], [1.92633, 1.16896, 6.52378], [-1.70512, 3.90420, 0.20518], [-4.57248, 1.82708, 1.23586], [-1.59066, 0.30372, -0.30287], [-5.22141, 1.03313, -0.63279], [-2.71561, -3.28995, 2.08303], [-2.44011, 0.32668, -2.86905], [-3.64379, -4.76242, 3.32420], [-1.99977, -0.60714, -2.54181], [-0.29742, -4.25561, 3.23215], [2.13427, 3.46937, 2.14886], [-2.08390, 4.82672, 3.44261], [3.13725, -0.92224, 5.70177], [-5.08437, -2.24973, -1.55383], [2.36774, 1.61281, 3.19912], [-1.52454, -0.76385, -1.24059], [-1.52390, 1.55116, -0.62705], [-1.10721, -1.92168, 3.55591], [3.23501, -2.73746, 1.36682], [-0.59933, -2.10137, 0.18563], [-5.06126, -3.95372, 5.11084], [1.57029, 2.98074, 5.44811], [-2.00511, 2.35749, 3.69182]], "atomic_forces_ev_per_a": [[0.0, 0.0, 0.0], [0.0, 0.0, 0.0], [-0.1, 0.0, 0.0], [0.0, 0.0, 0.0], [0.0, 0.1, 0.1], [0.0, 0.0, 0.0], [0.0, 0.0, 0.0], [0.0, 0.0, 0.0], [0.0, -0.1, 0.0], [0.0, 0.0, 0.0], [0.0, 0.0, 0.0], [0.0, 0.0, 0.0], [0.0, 0.0, 0.0], [0.0, 0.0, 0.0], [0.0, 0.0, 0.0], [0.0, 0.0, 0.0], [0.0, 0.0, 0.0], [0.0, 0.0, 0.0], [0.0, 0.0, 0.0], [0.0, 0.0, 0.0], [0.0, 0.0, 0.0], [0.0, 0.0, 0.0], [0.0, 0.0, 0.0], [0.0, 0.0, 0.0], [0.0, 0.0, 0.0], [0.0, 0.0, 0.0], [0.0, 0.0, 0.0], [0.0, 0.0, 0.0], [0.0, 0.0, 0.0], [0.0, 0.0, 0.0], [0.0, 0.0, 0.0], [0.0, 0.0, 0.0], [0.0, 0.0, 0.0], [0.0, 0.0, 0.0], [0.0, 0.0, 0.0], [0.0, 0.0, 0.0], [0.0, 0.0, 0.0], [0.0, 0.0, 0.0], [0.0, 0.0, 0.0], [0.0, 0.0, 0.0], [0.0, 0.0, 0.0], [0.0, 0.0, 0.0], [0.0, 0.0, 0.0], [0.0, 0.0, 0.0], [0.0, 0.0, 0.0], [0.0, 0.0, 0.0], [0.0, 0.0, 0.0], [0.0, 0.0, 0.0], [0.0, 0.0, 0.0], [0.0, 0.0, 0.0], [0.0, 0.0, 0.0], [0.0, 0.0, 0.0], [0.0, 0.0, 0.0], [0.0, 0.0, 0.0], [0.0, 0.0, 0.0], [0.0, 0.0, 0.0], [0.0, 0.0, 0.0], [0.0, 0.0, 0.0], [0.0, 0.0, -0.1], [0.0, 0.0, 0.0], [0.0, 0.0, 0.0], [0.0, 0.0, 0.0], [0.0, 0.0, 0.0], [0.0, 0.0, 0.0], [0.0, 0.0, 0.0], [0.0, 0.0, 0.0], [0.0, 0.0, 0.0], [0.0, 0.0, 0.0], [0.0, 0.0, 0.0], [0.0, 0.0, 0.0], [0.0, 0.0, 0.0], [0.0, 0.0, 0.0], [0.0, 0.0, 0.0], [0.0, 0.0, 0.0], [0.0, 0.0, 0.0], [0.0, 0.0, 0.0], [0.0, 0.0, 0.0], [0.0, 0.0, 0.0]], "e_lumo_ev": [-13.940, -13.941], "homo_energy_ev": [-18.3, -18.3], "total_charge": 4, "de_lowest_kcal_mol": 0.0, "multiplicity": 1, "orbital_gap_ev": [4.3, 4.3]}

=====

multiplicity of number 3 (C38H32BrN3O2RuTe)? 1